<a>
A molecular structure, C38H39As2FIrNS2SiTe, computed with ωB97M-V with the def2-TZVPD basis set.

```
! wB97M-V def2-TZVPD RIJCOSX def2/J DEFGRID3
* xyz 0 5
Ir -1.641 -4.812 21.669
C 4.985 -7.749 20.633
Si 3.455 -6.629 20.867
C 3.450 -5.586 19.296
C 3.675 -5.600 22.400
C 1.889 -7.633 21.014
C 1.924 -8.993 21.279
C 0.858 -9.687 21.783
C -0.349 -9.038 21.904
N -0.423 -7.749 21.657
C 0.656 -7.016 21.278
S 0.488 -5.300 21.053
H 5.845 -7.146 20.394
H 4.741 -8.359 19.795
H 5.211 -8.411 21.498
H 2.497 -5.107 18.933
H 3.731 -6.204 18.424
H 4.155 -4.798 19.309
H 4.662 -5.173 22.362
H 3.522 -6.265 23.240
H 2.965 -4.762 22.401
H 2.886 -9.503 21.205
H 0.975 -10.683 22.135
H -1.294 -9.534 22.175
C -3.471 -4.627 18.352
C -3.986 -3.515 19.236
As -2.800 -2.781 20.642
C -1.719 -1.232 20.255
C -1.206 -0.920 19.042
C -0.493 0.278 18.915
C -0.274 1.110 19.966
C -0.706 0.726 21.224
C -1.411 -0.464 21.363
C -4.351 -1.912 21.485
C -5.049 -2.633 22.446
C -6.234 -2.099 22.909
C -6.723 -0.907 22.437
C -6.061 -0.198 21.452
C -4.830 -0.706 21.002
As -2.553 -5.936 19.553
C -3.988 -7.228 19.968
C -3.888 -7.853 21.225
C -5.040 -8.482 21.680
C -6.111 -8.749 20.810
C -6.106 -8.329 19.517
C -5.043 -7.540 19.076
C -1.396 -6.955 18.363
C -1.401 -8.350 18.461
C -0.443 -9.104 17.893
C 0.428 -8.487 16.982
C 0.426 -7.118 16.799
C -0.475 -6.312 17.587
H -4.349 -5.184 17.941
H -2.808 -4.273 17.616
H -4.845 -3.863 19.801
H -4.380 -2.694 18.657
H -1.390 -1.640 18.221
H -0.119 0.553 17.927
H 0.251 2.043 19.760
H -0.427 1.255 22.081
H -1.766 -0.870 22.337
H -4.637 -3.594 22.820
H -6.725 -2.671 23.688
H -7.679 -0.504 22.754
H -6.456 0.738 21.090
H -4.276 -0.225 20.238
H -2.947 -7.764 21.712
H -5.054 -8.941 22.665
H -6.909 -9.353 21.276
H -6.913 -8.547 18.860
H -5.096 -7.069 18.083
H -2.150 -8.779 19.108
H -0.355 -10.208 18.009
H 1.111 -9.127 16.474
H 1.095 -6.659 16.130
H -0.411 -5.223 17.535
Te -2.509 -5.448 24.010
C -1.291 -4.067 24.979
C -0.162 -4.423 25.658
C 0.505 -3.370 26.333
C -0.176 -2.185 26.270
S -1.603 -2.449 25.301
H 0.237 -5.431 25.647
H 1.395 -3.548 26.907
H 0.083 -1.157 26.655
F -1.157 -3.835 19.382
*
```

Computed properties:
Kohn-Sham gap (alpha / beta)   7.190 / 5.595 eV
LUMO (alpha / beta)   0.5 / -2.1 eV
E_HOMO (alpha / beta)   -6.653 / -7.710 eV

Here are the Mulliken charges for atoms 1 to 5, given in e:
1 Ir 1.928
2 C -1.242
3 Si 0.313
4 C -0.964
5 C -1.083

<b>
A molecular structure, C38H39As2FIrNS2SiTe, computed with ωB97M-V with the def2-TZVPD basis set.

```
! wB97M-V def2-TZVPD RIJCOSX def2/J DEFGRID3
* xyz 0 5
Ir 0.058 -0.092 0.940
C 1.489 6.029 -2.811
Si 0.717 4.601 -1.812
C -0.599 3.958 -2.979
C -0.002 5.201 -0.252
C 1.998 3.280 -1.426
C 3.370 3.584 -1.587
C 4.344 2.822 -0.904
C 3.987 1.637 -0.245
N 2.688 1.324 -0.173
C 1.729 2.148 -0.651
S 0.029 1.749 -0.369
H 0.615 6.660 -3.077
H 1.998 5.731 -3.746
H 2.132 6.636 -2.155
H -0.837 2.861 -2.844
H -0.156 4.195 -4.030
H -1.556 4.481 -2.906
H -0.653 6.060 -0.434
H 0.829 5.585 0.396
H -0.556 4.375 0.241
H 3.698 4.517 -2.070
H 5.349 3.139 -1.018
H 4.649 1.016 0.313
C -0.434 -2.944 -1.452
C -1.196 -3.220 -0.196
As -1.898 -1.756 0.845
C -3.648 -1.069 0.515
C -4.314 -1.077 -0.723
C -5.597 -0.563 -0.761
C -6.251 -0.030 0.387
C -5.556 0.069 1.575
C -4.253 -0.483 1.634
C -2.264 -2.980 2.292
C -1.278 -3.238 3.192
C -1.501 -4.229 4.128
C -2.683 -5.030 4.135
C -3.631 -4.767 3.168
C -3.424 -3.725 2.284
As 0.892 -1.556 -0.970
C 2.488 -2.605 -0.503
C 3.304 -2.046 0.468
C 4.225 -2.865 1.164
C 4.496 -4.072 0.608
C 3.804 -4.598 -0.514
C 2.755 -3.867 -1.016
C 1.445 -0.751 -2.652
C 2.800 -0.560 -2.945
C 3.243 0.231 -3.988
C 2.297 0.648 -4.910
C 0.934 0.426 -4.699
C 0.499 -0.258 -3.547
H 0.007 -3.943 -1.781
H -1.075 -2.577 -2.257
H -0.544 -3.762 0.485
H -2.071 -3.812 -0.418
H -3.792 -1.547 -1.563
H -6.068 -0.509 -1.720
H -7.353 0.297 0.339
H -6.076 0.538 2.383
H -3.676 -0.446 2.550
H -0.408 -2.675 3.192
H -0.735 -4.560 4.812
H -2.821 -5.795 4.895
H -4.557 -5.317 3.196
H -4.206 -3.512 1.520
H 3.134 -1.018 0.734
H 4.703 -2.608 2.061
H 5.260 -4.701 1.105
H 3.968 -5.636 -0.815
H 2.133 -4.247 -1.802
H 3.593 -1.059 -2.256
H 4.286 0.292 -4.167
H 2.633 1.091 -5.783
H 0.196 0.771 -5.414
H -0.519 -0.276 -3.269
Te 1.288 -0.053 3.219
C -0.103 1.287 4.035
C 0.200 2.594 4.215
C -0.787 3.330 4.923
C -1.804 2.546 5.321
S -1.507 0.902 4.838
H 1.057 3.083 3.831
H -0.768 4.426 4.884
H -2.751 2.855 5.804
F -1.412 -0.538 -1.016
*
```

Computed properties:
Kohn-Sham gap (alpha / beta)   7.133 / 5.625 eV
LUMO (alpha / beta)   0.5 / -2.0 eV
E_HOMO (alpha / beta)   -6.585 / -7.663 eV

Here are the Mulliken charges for atoms 1 to 5, given in e:
1 Ir 1.966
2 C -1.206
3 Si 0.344
4 C -0.778
5 C -0.996

The relative energies come out as <a> 0.0; <b> 49.0, with values in kJ/mol.

<a>
2 unconnected molecules or ions with the total composition C4H14N3O, computed with ωB97M-V with the def2-TZVPD basis set.

```
! wB97M-V def2-TZVPD RIJCOSX def2/J DEFGRID3
* xyz 1 1
C -0.145 -4.020 -0.110
N 0.552 -0.639 -1.353
C -0.022 -1.687 -0.828
N 0.452 -2.914 -0.860
H 0.142 -4.949 -0.585
H -1.227 -3.915 -0.129
H 0.208 -4.017 0.920
H 1.425 -0.727 -1.851
H 0.123 0.291 -1.231
H -0.998 -1.538 -0.366
H 1.400 -3.024 -1.193
C -0.728 2.586 0.053
O -0.796 1.749 -1.114
C 0.430 2.162 0.947
N 0.171 2.675 2.292
H -0.580 3.620 -0.261
H -1.665 2.518 0.614
H -1.593 1.981 -1.597
H 0.500 1.073 1.001
H 1.373 2.535 0.524
H -0.010 3.672 2.247
H 0.988 2.566 2.880
*
```

Computed properties:
Kohn-Sham gap   9.298 eV
LUMO   -3.1 eV
E_HOMO   -12.391 eV

Here are the natural (NBO) charges for atoms 1 to 5, given in e:
1 C -0.415
2 N -0.718
3 C 0.395
4 N -0.514
5 H 0.238

<b>
2 unconnected molecules or ions with the total composition C4H14N3O, computed with ωB97M-V with the def2-TZVPD basis set.

```
! wB97M-V def2-TZVPD RIJCOSX def2/J DEFGRID3
* xyz 1 1
C -2.198 0.335 1.749
C -1.609 -0.551 0.675
C -0.151 -0.972 0.898
N 0.806 -0.280 0.028
C 1.072 -0.621 -1.216
N 0.763 -1.818 -1.709
N 1.667 0.269 -2.032
H -2.709 -0.243 2.519
H -2.831 1.129 1.356
H -1.425 0.890 2.304
H -2.190 -1.449 0.444
H -1.678 -0.061 -0.294
H 0.169 -0.722 1.912
H -0.022 -2.043 0.796
H 1.023 0.690 0.234
H 0.435 -2.590 -1.161
H 1.031 -2.030 -2.652
H 2.378 -0.067 -2.661
H 1.832 1.196 -1.675
H 1.923 3.219 0.483
H 0.505 3.109 -0.225
O 1.208 2.610 0.230
*
```

Computed properties:
Kohn-Sham gap   11.410 eV
LUMO   -2.8 eV
E_HOMO   -14.222 eV

Here are the natural (NBO) charges for atoms 1 to 5, given in e:
1 C -0.620
2 C -0.431
3 C -0.222
4 N -0.549
5 C 0.676

The relative energies come out as <a> 114.5; <b> 0.0, with values in kJ/mol.

<a>
A molecular structure, C4H14NOS2, computed with ωB97M-V with the def2-TZVPD basis set.

```
! wB97M-V def2-TZVPD RIJCOSX def2/J DEFGRID3
* xyz 1 1
N -2.410 -0.073 -1.222
C -2.147 -1.441 -1.614
C -0.608 -1.690 -1.367
S 0.416 -0.490 -2.103
S 0.681 0.934 2.207
C 1.927 0.369 1.000
C 3.279 0.002 1.607
H -0.557 0.685 1.032
H -1.646 0.535 -1.517
H -3.390 0.191 -1.247
H -2.763 -2.143 -1.051
H -2.386 -1.506 -2.681
H -0.515 -1.614 -0.274
H -0.344 -2.639 -1.826
H 2.016 1.112 0.207
H 1.454 -0.545 0.551
H 3.678 0.997 1.873
H 3.242 -0.546 2.544
H 4.065 -0.419 0.968
H -1.368 3.518 0.770
H -1.106 2.192 1.476
O -1.514 2.570 0.666
*
```

Computed properties:
Kohn-Sham gap   3.579 eV
LUMO   -9.0 eV
E_HOMO   -12.581 eV

Here are the natural (NBO) charges for atoms 1 to 5, given in e:
1 N -0.656
2 C -0.197
3 C -0.677
4 S 0.503
5 S 0.039

<b>
2 unconnected molecules or ions with the total composition C4H14NOS2, computed with ωB97M-V with the def2-TZVPD basis set.

```
! wB97M-V def2-TZVPD RIJCOSX def2/J DEFGRID3
* xyz 1 1
N 1.270 -0.353 -0.638
C -0.078 -0.226 -1.342
C -0.245 -1.129 -2.543
C -1.226 -0.445 -0.357
S -2.323 0.973 -0.053
S -1.046 2.543 0.277
C -0.566 2.374 2.045
H 1.855 -0.974 -1.200
H 1.697 0.565 -0.646
H 1.175 -0.768 0.294
H -0.172 0.835 -1.561
H -0.312 -2.162 -2.186
H 0.554 -1.152 -3.289
H -1.170 -0.850 -3.042
H -1.818 -1.346 -0.541
H -0.902 -0.692 0.648
H -1.243 1.734 2.595
H -0.626 3.405 2.382
H 0.503 2.195 2.051
H 1.087 -1.994 2.674
H 2.245 -1.226 2.396
O 1.343 -1.305 2.035
*
```

Computed properties:
Kohn-Sham gap   9.084 eV
LUMO   -3.2 eV
E_HOMO   -12.327 eV

Here are the natural (NBO) charges for atoms 1 to 5, given in e:
1 N -0.694
2 C -0.079
3 C -0.637
4 C -0.590
5 S 0.145

The relative energies come out as <a> 620.9; <b> 0.0, with values in kJ/mol.

<a>
9 unconnected molecules or ions with the total composition C16H50N4O16, computed with ωB97M-V with the def2-TZVPD basis set.

```
! wB97M-V def2-TZVPD RIJCOSX def2/J DEFGRID3
* xyz 0 1
N 6.926 13.636 19.609
C 7.730 12.917 20.366
N 8.957 13.178 20.062
O 7.474 12.078 21.177
H 7.290 14.410 19.072
H 5.966 13.464 19.873
H 9.265 14.017 19.591
H 9.485 12.344 20.278
N 11.712 6.865 22.523
C 11.199 7.203 21.361
N 10.195 6.508 21.032
O 11.603 8.179 20.748
H 11.058 6.418 23.149
H 12.425 7.438 22.951
H 9.875 5.791 21.668
H 9.694 6.810 20.208
O -1.422 16.462 20.081
C -0.658 17.670 20.355
C 0.885 17.466 20.315
O 1.252 16.529 21.298
H -1.287 15.901 20.848
H -0.985 18.451 19.669
H -1.127 17.924 21.306
H 1.332 18.407 20.637
H 1.242 17.215 19.316
H 0.519 15.916 21.391
O 3.209 16.560 13.716
C 4.290 16.575 12.788
C 5.399 15.599 13.299
O 4.952 14.302 13.493
H 2.999 17.425 14.076
H 3.882 16.261 11.827
H 4.628 17.607 12.875
H 5.802 15.926 14.258
H 6.240 15.536 12.609
H 4.912 13.839 12.653
O 4.541 5.215 26.155
C 4.364 5.394 24.756
C 5.507 6.266 24.155
O 5.267 7.617 24.484
H 5.375 4.766 26.308
H 4.439 4.399 24.317
H 3.363 5.769 24.544
H 5.526 6.312 23.066
H 6.468 5.922 24.538
H 5.832 8.102 23.878
O 16.424 13.156 23.539
C 16.148 12.087 22.655
C 16.479 10.780 23.260
O 15.556 10.324 24.304
H 16.041 13.037 24.411
H 15.073 12.160 22.491
H 16.618 12.198 21.678
H 17.467 10.791 23.722
H 16.430 10.050 22.453
H 15.302 11.001 24.936
O 6.057 21.303 16.228
C 5.817 20.770 17.513
C 7.155 20.601 18.349
O 7.814 19.336 17.939
H 5.213 21.619 15.897
H 5.096 21.445 17.974
H 5.359 19.803 17.307
H 6.984 20.659 19.424
H 7.734 21.498 18.127
H 8.759 19.486 18.014
O 5.570 15.374 27.123
C 5.570 15.877 25.842
C 6.870 16.058 25.084
O 7.672 16.889 25.911
H 5.724 14.427 27.138
H 4.805 15.370 25.253
H 5.045 16.831 25.889
H 6.602 16.548 24.147
H 7.349 15.141 24.742
H 7.371 16.734 26.809
O 5.559 7.116 16.909
C 6.014 8.454 16.885
C 6.687 8.698 15.573
O 5.634 8.658 14.576
H 5.006 7.048 16.127
H 5.192 9.167 16.942
H 6.725 8.661 17.685
H 7.458 8.003 15.242
H 7.175 9.666 15.467
H 5.606 9.556 14.238
*
```

Computed properties:
Kohn-Sham gap   9.648 eV
LUMO   0.1 eV
SMILES   NC(N)=O.NC(N)=O.OCCO.OCCO.OCCO.OCCO.OCCO.OCCO.OCCO
E_HOMO   -9.563 eV

Here are the Mulliken charges for atoms 1 to 5, given in e:
1 N -0.417
2 C 0.683
3 N -0.422
4 O -0.639
5 H 0.168

<b>
9 unconnected molecules or ions with the total composition C16H50N4O16, computed with ωB97M-V with the def2-TZVPD basis set.

```
! wB97M-V def2-TZVPD RIJCOSX def2/J DEFGRID3
* xyz 0 1
N -4.708 1.827 0.118
C -4.149 0.815 -0.582
N -4.309 0.811 -1.958
O -3.596 -0.089 0.025
H -4.419 1.918 1.048
H -5.108 2.611 -0.411
H -4.265 1.683 -2.476
H -3.837 0.038 -2.523
N 0.384 2.405 -1.687
C -0.418 1.751 -0.865
N -0.202 0.430 -0.777
O -1.356 2.299 -0.273
H 0.448 3.442 -1.622
H 0.955 1.802 -2.293
H 0.771 0.142 -0.705
H -0.732 -0.108 -0.085
O -0.268 -4.617 3.467
C 0.552 -5.594 2.730
C 0.037 -5.443 1.330
O 0.270 -4.092 0.928
H -0.863 -4.967 4.174
H 1.587 -5.274 2.834
H 0.424 -6.570 3.197
H -1.027 -5.720 1.332
H 0.466 -6.075 0.549
H -0.196 -3.493 1.549
O 2.109 -0.835 0.633
C 3.203 -0.227 1.358
C 3.181 1.269 1.119
O 3.481 1.519 -0.193
H 1.592 -1.339 1.261
H 3.029 -0.456 2.355
H 4.160 -0.665 0.961
H 3.798 1.878 1.757
H 2.126 1.589 1.388
H 3.102 0.795 -0.650
O -0.097 -1.639 -3.159
C -0.847 -2.871 -3.473
C -0.802 -3.850 -2.309
O -1.429 -3.146 -1.185
H -0.324 -1.279 -2.299
H -1.881 -2.701 -3.751
H -0.314 -3.136 -4.371
H 0.296 -4.067 -2.021
H -1.420 -4.768 -2.563
H -0.802 -3.112 -0.492
O 0.034 5.198 -1.485
C 1.185 5.904 -1.026
C 1.567 5.376 0.296
O 0.596 5.516 1.290
H -0.782 5.532 -1.113
H 1.971 5.864 -1.803
H 0.935 7.011 -0.899
H 2.416 5.855 0.734
H 1.877 4.369 0.323
H -0.225 5.000 1.111
O 0.654 -1.774 2.750
C -0.640 -1.240 3.147
C -1.753 -1.705 2.271
O -1.429 -1.370 0.934
H 1.140 -2.252 3.437
H -0.848 -1.612 4.164
H -0.583 -0.146 3.120
H -2.715 -1.205 2.463
H -1.971 -2.782 2.345
H -2.211 -1.218 0.434
O -1.915 4.778 0.680
C -2.673 4.597 1.925
C -2.092 3.386 2.640
O -2.500 2.161 2.153
H -1.918 3.895 0.127
H -2.571 5.546 2.435
H -3.690 4.369 1.670
H -2.398 3.484 3.707
H -0.999 3.408 2.631
H -2.045 1.825 1.391
O 2.944 -3.464 -3.291
C 3.879 -2.497 -3.807
C 3.825 -1.353 -2.800
O 2.674 -0.575 -3.042
H 2.922 -4.158 -3.927
H 4.884 -2.997 -3.956
H 3.522 -2.040 -4.751
H 4.672 -0.692 -2.946
H 3.805 -1.750 -1.773
H 1.857 -1.136 -2.948
*
```

Computed properties:
Kohn-Sham gap   9.741 eV
LUMO   0.3 eV
SMILES   NC(N)=O.NC(N)=O.OCCO.OCCO.OCCO.OCCO.OCCO.OCCO.OCCO
E_HOMO   -9.433 eV

Here are the Mulliken charges for atoms 1 to 5, given in e:
1 N -0.386
2 C 0.541
3 N -0.500
4 O -0.618
5 H 0.222

The relative energies come out as <a> 488.0; <b> 0.0, with values in kJ/mol.

<a>
A gas-phase ion, C6H15N3PS2 (charge +1), computed with ωB97M-V with the def2-TZVPD basis set.

```
! wB97M-V def2-TZVPD RIJCOSX def2/J DEFGRID3
* xyz 1 1
C 2.862 -0.615 0.349
C 3.945 -1.441 0.902
C -2.322 0.278 1.863
C -3.631 -0.539 -0.141
C 1.273 0.458 -2.634
C -2.396 0.234 0.340
N 2.622 -0.439 -0.867
N 1.577 0.330 -1.222
N -1.256 -0.398 -0.272
P 0.508 0.767 -0.008
S 1.744 0.195 1.548
S -0.107 2.734 -0.180
H 4.653 -1.690 0.115
H 3.533 -2.365 1.311
H 4.451 -0.918 1.711
H -2.358 -0.726 2.280
H -1.391 0.757 2.179
H -3.155 0.847 2.266
H -3.704 -0.498 -1.224
H -4.519 -0.092 0.292
H -3.573 -1.578 0.171
H 0.884 -0.478 -3.037
H 0.525 1.240 -2.760
H 2.184 0.726 -3.167
H -2.453 1.256 -0.058
H -1.022 -1.273 0.197
H 1.128 3.226 0.042
*
```

Computed properties:
Kohn-Sham gap   8.569 eV
LUMO   -4.2 eV
E_HOMO   -12.793 eV

Here are the natural (NBO) charges for atoms 1 to 5, given in e:
1 C 0.151
2 C -0.670
3 C -0.618
4 C -0.602
5 C -0.409

<b>
A gas-phase ion, C6H15N3PS2 (charge +1), computed with ωB97M-V with the def2-TZVPD basis set.

```
! wB97M-V def2-TZVPD RIJCOSX def2/J DEFGRID3
* xyz 1 1
C -2.813 0.571 -0.152
C -4.174 1.142 -0.164
C 2.432 1.639 0.846
C 3.290 0.367 -0.984
C -0.927 -2.516 -0.805
C 2.310 0.266 0.193
N -2.617 -0.593 -0.607
N -1.443 -1.165 -0.272
N 1.039 -0.084 -0.502
P -0.295 -0.253 0.530
S -1.541 1.365 0.884
S 0.338 -1.366 2.303
H -4.496 1.600 0.865
H -4.869 0.233 -0.514
H -4.162 1.898 -0.836
H 2.245 2.409 0.217
H 1.811 1.883 1.608
H 3.358 1.790 1.355
H 3.255 -0.517 -1.626
H 4.213 0.249 -0.466
H 3.281 1.269 -1.580
H -1.278 -3.344 -0.025
H -1.487 -2.631 -1.685
H 0.247 -2.482 -0.945
H 2.589 -0.445 0.862
H 0.678 0.435 -1.255
H -0.984 -1.719 2.754
*
```

Computed properties:
Kohn-Sham gap   8.999 eV
LUMO   -3.8 eV
E_HOMO   -12.830 eV

Here are the natural (NBO) charges for atoms 1 to 5, given in e:
1 C 0.117
2 C -0.656
3 C -0.639
4 C -0.611
5 C -0.419

The relative energies come out as <a> 0.0; <b> 84.2, with values in kJ/mol.